A molecular structure, C28H27CrN3O2S2Te in a non-equilibrium geometry, computed with ωB97M-V/def2-TZVPD.

Values from the calculation:
- Charge: -1
- Gap between HOMO and LUMO (spin up / spin down): 0.1923 / 0.2042 Eh
- Spin multiplicity: 2
- HOMO energy (spin up / spin down): -3.15 / -3.15 eV

Atoms and positions in Å:
Cr 0.1609 -0.7092 1.2340
C -0.8103 -1.3737 4.0598
N -0.1123 -0.2638 3.3490
C -0.9293 0.9648 3.3860
C -2.0509 0.8516 2.3745
N -1.5274 0.7508 0.9860
C -2.5996 0.2294 0.0968
C -1.0919 2.0780 0.5320
C -2.0323 3.0416 0.1831
C -1.6326 4.2901 -0.2594
C -0.2754 4.5795 -0.3414
C 0.6573 3.6303 0.0335
C 0.2634 2.3653 0.4787
S 1.4812 1.1777 0.9437
C 1.2043 -0.1351 3.9612
C 1.4176 0.6806 5.0597
C 2.6510 0.6855 5.6988
C 3.6568 -0.1524 5.2395
C 3.4382 -0.9654 4.1344
C 2.2146 -0.9637 3.4672
S 1.9382 -1.9676 2.0353
H -1.0329 -1.0646 5.0857
H -0.1567 -2.2419 4.0690
H -1.7180 -1.6529 3.5357
H -0.2882 1.8106 3.1391
H -1.3588 1.1325 4.3796
H -2.7122 1.7181 2.4647
H -2.6376 -0.0478 2.5628
H -3.5397 0.7630 0.2606
H -2.7587 -0.8205 0.3120
H -2.2823 0.3516 -0.9390
H -3.0898 2.8186 0.2471
H -2.3738 5.0254 -0.5451
H 0.0550 5.5456 -0.7030
H 1.7173 3.8432 -0.0257
H 0.6242 1.3217 5.4245
H 2.8158 1.3331 6.5506
H 4.6185 -0.1690 5.7378
H 4.2248 -1.6088 3.7587
O -2.2324 -3.7266 0.1855
C -1.3817 -2.8707 0.2822
O -1.2102 -2.0890 1.3266
C -0.4053 -2.5829 -0.8293
C -0.2696 -3.4023 -1.9149
C 0.7782 -3.1405 -2.8058
C 1.5838 -2.0591 -2.5769
C 1.2982 -1.1837 -1.5164
N 0.3826 -1.5167 -0.5954
H -0.9393 -4.2440 -2.0178
H 0.9604 -3.7957 -3.6485
H 2.4144 -1.8225 -3.2272
H 2.0284 -0.4559 -1.2064
Te -0.0132 1.0905 -2.9865
C 0.0334 0.1898 -4.8892
C 1.2453 -0.1679 -5.4917
C 1.2867 -0.7142 -6.7717
C 0.1146 -0.9139 -7.4892
C -1.1011 -0.5781 -6.9005
C -1.1404 -0.0419 -5.6195
H 2.1707 -0.0002 -4.9526
H 2.2414 -0.9822 -7.2118
H 0.1460 -1.3195 -8.4937
H -2.0259 -0.7385 -7.4439
H -2.0935 0.2136 -5.1730

Cartesian forces (eV/Å) of the 2 atoms listed first:
0.13 -0.06 1.12
0.04 0.10 -0.06



A single C7H10 molecule in a non-equilibrium geometry, computed with ωB97M-V/def2-TZVPD.

Values from the calculation:
- Structure (SMILES): C=CC(=C)/C=C/C
- Gap between HOMO and LUMO: 0.2519 Eh
- Spin multiplicity: 1
- HOMO energy: -7.52 eV

Atoms and positions in Å:
C -1.9229 0.0369 0.2884
C -2.9074 -0.4631 -0.5238
C -0.4966 1.8362 -0.8960
C -0.6534 0.8804 0.0300
C 0.5679 0.4410 0.8173
C 1.7723 0.1007 0.2529
C 2.4541 -1.2792 0.3053
H -1.9137 -0.4036 1.2820
H -3.9876 -0.2472 -0.4220
H -2.8737 -1.4440 -1.1188
H -1.2386 2.1814 -1.6536
H 0.4628 2.4002 -1.0469
H 0.3408 -0.0566 1.7328
H 2.5279 0.8674 -0.0215
H 1.7343 -2.0605 0.6077
H 3.2724 -1.1317 1.0485
H 2.8615 -1.6583 -0.6825

Cartesian forces (eV/Å) of the 2 atoms listed first:
2.19 1.10 -0.03
-0.95 -1.64 -1.56



What did we get for calculated total energy? Answer: -3506.9306 -272.4500 Ha, in the order shown.